Record 1
A molecular structure, C30H34GaN5O4S2, computed with ωB97M-V with the def2-TZVPD basis set.

The spin multiplicity is 1. Its lowest unoccupied orbital energy is 0.352 eV. For the HOMO-LUMO gap, the calculation gives 7.8 eV. The calculation puts the HOMO energy at -7.48 eV.

Positions of all 76 atoms, in Å:
Ga: -0.9378 -0.7699 -1.3004
O: 2.4288 0.6494 -0.3978
C: 1.3097 0.4007 0.0464
O: 0.6517 -0.6815 -0.2163
C: 0.6594 1.3847 0.9779
C: 1.5189 2.1212 1.7990
C: 1.0542 3.1226 2.6299
C: -0.3087 3.4122 2.6241
C: -1.1709 2.6898 1.8247
C: -0.7250 1.6439 0.9914
S: -1.9848 0.8795 0.0377
H: 2.5741 1.8771 1.7669
H: 1.7361 3.6673 3.2694
H: -0.7029 4.1975 3.2571
H: -2.2297 2.9162 1.8283
C: 1.0785 -0.5548 4.5956
C: -0.3876 -0.7915 4.9867
C: -0.4312 -1.2501 6.4444
C: -1.1612 0.5289 4.8674
C: -1.0036 -1.8167 4.0335
C: -1.5802 -3.0156 4.4819
C: -2.1322 -3.9391 3.6097
C: -2.1027 -3.6572 2.2517
S: -2.6793 -4.5950 0.9070
C: -2.1134 -3.3459 -0.1693
N: -1.5629 -2.3335 0.4076
C: -1.5359 -2.4678 1.7829
C: -0.9899 -1.5529 2.6730
C: -2.2347 -3.3898 -1.6322
C: -2.8172 -4.4680 -2.2923
C: -2.9055 -4.4573 -3.6734
C: -2.4181 -3.3675 -4.3834
C: -1.8427 -2.2949 -3.7126
C: -1.7311 -2.2850 -2.3272
H: 1.5413 0.1520 5.2883
H: 1.1619 -0.1418 3.5895
H: 1.6421 -1.4894 4.6263
H: 0.0139 -0.4805 7.0770
H: 0.1304 -2.1743 6.5944
H: -1.4566 -1.4069 6.7847
H: -0.7327 1.2787 5.5371
H: -2.2103 0.3865 5.1347
H: -1.1219 0.9219 3.8506
H: -1.6063 -3.2411 5.5383
H: -2.5680 -4.8567 3.9819
H: -0.5553 -0.6463 2.2738
H: -3.2022 -5.3101 -1.7279
H: -3.3577 -5.2905 -4.1952
H: -2.4956 -3.3529 -5.4636
H: -1.4991 -1.4392 -4.2815
N: 0.9684 -0.9531 -3.0856
C: 1.1531 0.4408 -3.4727
C: 2.0640 0.5580 -4.7014
C: 2.5573 1.9335 -5.1712
C: 3.0567 2.8516 -4.0566
N: 1.8968 3.4531 -3.4016
C: 1.6832 3.5876 -2.1061
N: 0.4352 3.8157 -1.6901
N: 2.6810 3.5658 -1.2034
C: -0.2316 1.1226 -3.5244
O: -0.3811 2.1837 -4.1603
O: -1.1376 0.5871 -2.8244
H: 1.7349 -1.2759 -2.5062
H: 0.8772 -1.5586 -3.8940
H: 1.6676 0.9129 -2.6312
H: 1.5884 0.0552 -5.5493
H: 2.9486 -0.0350 -4.4500
H: 1.7843 2.4605 -5.7321
H: 3.3876 1.7618 -5.8590
H: 3.6755 3.6459 -4.4782
H: 3.6699 2.2824 -3.3500
H: 1.0261 3.3152 -3.9471
H: -0.3291 3.6312 -2.3291
H: 0.2201 3.7802 -0.7059
H: 3.5698 3.2058 -1.5086
H: 2.4274 3.3052 -0.2592

Record 2
A molecular structure, C30H34IN10ORh, computed with ωB97M-V with the def2-TZVPD basis set.

The spin multiplicity is 1. Its lowest unoccupied orbital energy (alpha / beta) is -6.206 / -6.205 eV. For the HOMO-LUMO gap (alpha / beta), the calculation gives 7.2 / 7.2 eV. As for the net charge: +2. The calculation puts the HOMO energy (alpha / beta) at -13.37 / -13.37 eV.

Positions of all 77 atoms, in Å:
Rh: -0.0193 -0.2524 -0.0752
C: 4.2399 -1.2030 1.0234
C: 2.9023 -1.1457 0.6982
N: 2.2313 0.0163 0.5712
C: 2.8926 1.1431 0.7932
C: 4.2445 1.1916 1.1186
C: 4.9203 -0.0132 1.2403
C: 4.9333 2.4574 1.4424
C: 4.9599 3.6105 0.7738
C: 4.3947 3.9283 -0.5523
C: 4.5437 5.2143 -1.0659
C: 4.0037 5.4726 -2.3153
N: 3.3663 4.5355 -3.0160
C: 3.2949 3.3326 -2.4577
N: 3.7691 2.9847 -1.2672
H: 4.7378 -2.1594 1.1065
H: 2.3400 -2.0581 0.5349
H: 2.3302 2.0596 0.7418
H: 5.9717 -0.0211 1.5016
H: 5.5207 2.4097 2.3545
H: 5.5174 4.4268 1.2187
H: 5.0592 5.9841 -0.5065
H: 4.0859 6.4489 -2.7796
H: 2.7961 2.5558 -3.0320
C: -0.5071 4.3511 1.5500
N: 0.3259 4.1717 0.3609
C: 1.0433 5.3275 -0.1667
C: 0.4410 2.9777 -0.1715
O: -0.1191 1.9629 0.2970
H: -0.4999 5.3983 1.8355
H: -0.1271 3.7500 2.3759
H: -1.5322 4.0505 1.3356
H: 0.3561 6.1624 -0.2912
H: 1.4842 5.0893 -1.1333
H: 1.8325 5.6288 0.5225
H: 1.0638 2.9380 -1.0689
C: -0.8670 -5.8003 -0.0140
N: -0.4526 -4.4934 -0.5240
C: -0.1960 -4.1768 -1.8359
C: 0.1104 -2.8546 -1.8605
N: 0.0566 -2.3622 -0.5726
C: -0.3038 -3.3808 0.1967
H: -0.5661 -6.5709 -0.7170
H: -1.9481 -5.8372 0.1039
H: -0.3999 -5.9905 0.9491
H: -0.2325 -4.9067 -2.6263
H: 0.3449 -2.2408 -2.7089
H: -0.4591 -3.3495 1.2605
N: -0.1070 -4.4091 4.5894
C: -0.3410 -3.3226 4.2989
C: -0.6275 -1.9927 3.8334
C: -1.6348 -1.2022 4.3839
C: -1.8559 0.0464 3.8327
C: -1.1223 0.4327 2.7263
N: -0.1722 -0.3389 2.1780
C: 0.0931 -1.5085 2.7550
H: -2.2177 -1.5635 5.2207
H: -2.6119 0.7045 4.2374
H: -1.2868 1.3879 2.2446
H: 0.9143 -2.0869 2.3516
I: -3.0075 -1.3206 0.3682
C: -2.0577 0.2598 -0.6530
H: -2.3571 1.1920 -0.1914
H: -2.2804 0.1501 -1.7061
N: 2.5467 -1.0501 -2.3188
C: 1.6882 -0.1662 -2.8742
C: 1.8814 0.2346 -4.2117
C: 1.0256 1.1326 -4.7871
C: -0.0109 1.6714 -4.0160
C: -0.1300 1.2594 -2.7207
N: 0.6775 0.3341 -2.1367
H: 3.2363 -1.4981 -2.8952
H: 2.3283 -1.4563 -1.4303
H: 2.7083 -0.1901 -4.7656
H: 1.1588 1.4281 -5.8196
H: -0.7141 2.3794 -4.4294
H: -0.8989 1.6729 -2.0894

Record 3
A molecular structure, C30H34N3O7PSe4Zr, computed with ωB97M-V with the def2-TZVPD basis set.

The spin multiplicity is 1. Its lowest unoccupied orbital energy is 3.486 eV. For the HOMO-LUMO gap, the calculation gives 5.6 eV. As for the net charge: -2. The calculation puts the HOMO energy at -2.08 eV.

Positions of all 80 atoms, in Å:
Zr: -0.2127 0.7445 0.2410
O: -2.6126 1.9052 -3.5870
C: -1.4854 2.0399 -4.3214
C: -1.6397 2.0723 -5.7076
C: -0.5390 2.2405 -6.5229
C: 0.7328 2.3855 -5.9715
C: 0.8803 2.3433 -4.5993
C: -0.2144 2.1646 -3.7554
C: -0.0222 2.1170 -2.2886
O: -1.0289 1.7389 -1.5033
N: 1.1356 2.4778 -1.8234
N: 1.0874 2.3809 -0.4384
C: 1.8721 3.0644 0.3033
C: 1.5167 3.2997 1.6976
C: 2.4148 3.9518 2.5490
C: 2.0478 4.3107 3.8261
C: 0.7465 4.0324 4.2612
C: -0.1682 3.4188 3.4356
C: 0.1990 3.0228 2.1451
O: -0.6680 2.4113 1.3609
H: -2.3381 1.8327 -2.6510
H: -2.6354 1.9511 -6.1135
H: -0.6686 2.2446 -7.5988
H: 1.5977 2.5165 -6.6074
H: 1.8566 2.4314 -4.1432
H: 2.7197 3.5880 -0.1372
H: 3.4185 4.1533 2.1905
H: 2.7580 4.7872 4.4882
H: 0.4533 4.2837 5.2730
H: -1.1612 3.1688 3.7826
Se: -0.2180 -0.1183 2.9507
Se: -0.1855 -0.0508 5.2540
Se: 3.1057 -1.8169 2.5631
Se: 1.8871 -0.0121 1.8099
O: 2.8776 -6.8888 -3.0667
C: 2.6132 -5.7457 -3.4971
O: 2.6639 -5.3019 -4.6610
C: 2.1325 -4.7421 -2.4293
C: 2.0738 -5.0914 -1.0861
C: 1.6012 -4.1740 -0.1554
N: 1.1892 -2.9523 -0.4777
C: 1.2817 -2.6082 -1.7592
C: 1.7348 -3.4534 -2.7653
C: 0.8504 -1.2212 -2.1192
O: 0.5774 -0.8994 -3.2541
O: 0.7377 -0.3760 -1.1005
H: 2.3950 -6.0832 -0.7969
H: 1.5560 -4.4212 0.9016
H: 1.7764 -3.1304 -3.7950
C: -4.7472 -1.8924 0.8881
C: -3.4202 -1.2419 1.2886
C: -3.5805 0.2795 1.2183
P: -1.8556 -1.7726 0.4399
C: -2.2626 -2.2364 -1.3105
C: -2.9244 -3.5709 -1.6490
C: -2.9713 -1.0919 -2.0353
C: -1.3874 -3.3987 1.2171
C: -0.5158 -3.3291 2.4704
C: -2.5648 -4.3323 1.5214
H: -5.5203 -1.5939 1.6030
H: -4.7199 -2.9771 0.8734
H: -5.0703 -1.5487 -0.0948
H: -3.2200 -1.4990 2.3362
H: -3.9213 0.5915 0.2277
H: -2.6639 0.8229 1.4679
H: -4.3247 0.6175 1.9447
H: -1.2550 -2.2915 -1.7375
H: -3.9518 -3.6307 -1.2861
H: -2.3646 -4.4236 -1.2704
H: -2.9550 -3.6694 -2.7376
H: -4.0500 -1.1180 -1.8706
H: -2.7917 -1.1620 -3.1094
H: -2.6109 -0.1095 -1.7274
H: -0.7581 -3.8347 0.4354
H: -0.9987 -2.8013 3.2940
H: 0.4432 -2.8466 2.2826
H: -0.3267 -4.3577 2.7956
H: -3.0998 -3.9968 2.4142
H: -2.1555 -5.3215 1.7422
H: -3.2788 -4.4505 0.7149

Record 4
A molecular structure, C30H34N5OPPdS2, computed with ωB97M-V with the def2-TZVPD basis set.

The spin multiplicity is 1. Its lowest unoccupied orbital energy is -0.238 eV. For the HOMO-LUMO gap, the calculation gives 4.9 eV. The calculation puts the HOMO energy at -5.18 eV.

Positions of all 74 atoms, in Å:
Pd: -0.0877 0.5822 -0.0682
S: -6.4457 4.0699 -0.5566
C: -6.2301 5.5993 -1.2884
C: -4.9236 5.8361 -1.5808
C: -4.0848 4.7441 -1.2312
C: -4.7672 3.6988 -0.6767
C: -4.2309 2.4123 -0.2165
C: -2.8657 2.3042 0.1279
N: -2.2852 1.1897 0.5045
C: -3.0413 0.0698 0.6023
C: -4.4160 0.0769 0.3350
C: -5.1763 -1.1363 0.4601
C: -4.5786 -2.2951 0.7982
C: -3.1638 -2.3488 1.0420
C: -2.4925 -3.5554 1.3005
C: -1.1297 -3.5607 1.4759
C: -0.4685 -2.3138 1.4278
N: -1.0681 -1.1766 1.1856
C: -2.4006 -1.1772 0.9691
C: -0.3486 -4.7829 1.6964
C: 0.9686 -4.9946 1.4030
C: 1.4032 -6.3099 1.7187
C: 0.4072 -7.0733 2.2428
S: -1.0433 -6.1856 2.4155
C: -4.9988 1.2801 -0.0924
H: -7.0779 6.2442 -1.4502
H: -4.5693 6.7457 -2.0422
H: -3.0209 4.7258 -1.4182
H: -2.2343 3.1851 0.1077
H: -6.2400 -1.1017 0.2588
H: -5.1520 -3.2110 0.8724
H: -3.0572 -4.4813 1.3201
H: 0.6038 -2.2583 1.5883
H: 1.5951 -4.2505 0.9310
H: 2.4036 -6.6748 1.5395
H: 0.4510 -8.1024 2.5590
H: -6.0540 1.2950 -0.3426
C: 4.7510 0.8358 2.1618
N: 3.3264 1.0959 2.6121
C: 2.9170 2.4816 2.1401
N: 3.1085 2.6474 0.7468
C: 4.4900 2.3563 0.3873
N: 4.9016 1.0114 0.7647
C: 4.2789 -0.0252 -0.0815
P: 2.3994 0.0282 -0.2494
C: 2.4322 0.0774 1.9605
C: 2.1714 1.9036 -0.1171
H: 4.9874 -0.1861 2.4564
H: 5.3864 1.5412 2.7058
H: 3.3012 1.0848 3.6348
H: 3.5386 3.1913 2.6942
H: 1.8684 2.6042 2.4086
H: 5.1435 3.0761 0.8918
H: 4.6019 2.4688 -0.6901
H: 4.5688 -1.0021 0.3141
H: 4.7031 0.0698 -1.0803
H: 2.7359 -0.8995 2.3534
H: 1.4092 0.2915 2.2824
H: 1.1275 2.1009 0.2354
H: 2.2621 2.3207 -1.1186
C: 1.2486 -1.7765 -2.6929
C: 1.6549 -0.3218 -2.9450
C: 0.4203 0.5821 -2.8837
C: 2.2956 -0.2058 -4.3259
O: 2.6476 0.1063 -2.0274
H: 0.5472 -2.1145 -3.4599
H: 0.7748 -1.8796 -1.7161
H: 2.1328 -2.4168 -2.7194
H: -0.2925 0.3327 -3.6736
H: 0.7128 1.6280 -2.9874
H: -0.1137 0.4472 -1.9047
H: 1.5966 -0.5068 -5.1100
H: 3.1800 -0.8426 -4.3795
H: 2.6047 0.8252 -4.5060

Record 5
A molecular structure, C30H34N7O6PSTl, computed with ωB97M-V with the def2-TZVPD basis set.

The spin multiplicity is 1. Its lowest unoccupied orbital energy is -2.253 eV. For the HOMO-LUMO gap, the calculation gives 9.0 eV. As for the net charge: +1. The calculation puts the HOMO energy at -11.27 eV.

Positions of all 80 atoms, in Å:
Tl: 0.2307 -0.1740 -0.2828
O: 0.7308 0.4873 2.5059
C: -0.2451 -0.1957 3.2844
C: -1.6089 -0.1473 2.6249
N: -1.6643 -0.8037 1.3070
C: -1.4848 -2.2553 1.4507
C: -0.0341 -2.7383 1.4172
O: 0.2599 -3.7604 2.0015
O: 0.7941 -2.0477 0.6914
C: -2.9053 -0.4404 0.6016
C: -2.7319 0.3914 -0.6778
O: -3.6855 1.0408 -1.0557
O: -1.6059 0.2946 -1.3163
H: 0.5251 1.4292 2.5176
H: 0.1152 -1.2161 3.4060
H: -0.3227 0.2414 4.2834
H: -2.3489 -0.6040 3.2953
H: -1.8949 0.8990 2.4970
H: -1.9526 -2.6283 2.3662
H: -1.9711 -2.7469 0.6082
H: -3.4324 -1.3440 0.2904
H: -3.5862 0.1040 1.2565
C: 1.3399 5.6660 0.2508
N: 0.6053 4.4147 0.3908
C: -0.6776 4.3046 0.8470
C: -1.0115 2.9852 0.7400
N: 0.0509 2.2920 0.2336
C: 1.0143 3.1741 0.0184
P: 2.5802 2.8517 -0.8582
C: 1.8527 2.0485 -2.3104
N: 1.0470 1.0011 -2.2949
C: 0.6704 0.7695 -3.5814
C: 1.2631 1.6951 -4.3923
N: 2.0117 2.5010 -3.5804
C: 2.8041 3.6415 -4.0180
C: 3.1419 1.3728 0.0293
N: 2.4831 0.2375 0.2158
C: 3.3012 -0.6013 0.9154
C: 4.4819 0.0391 1.1489
N: 4.3728 1.2822 0.5895
C: 5.4093 2.3068 0.6081
H: 0.9272 6.3895 0.9482
H: 2.3895 5.5104 0.4851
H: 1.2480 6.0536 -0.7625
H: -1.2356 5.1587 1.1887
H: -1.9599 2.5203 0.9498
H: 0.0108 -0.0401 -3.8334
H: 1.2202 1.8501 -5.4560
H: 2.8537 3.6280 -5.1029
H: 2.3459 4.5761 -3.6986
H: 3.8141 3.5775 -3.6201
H: 2.9752 -1.5855 1.2002
H: 5.3755 -0.2763 1.6577
H: 6.2904 1.8889 1.0858
H: 5.6663 2.6089 -0.4046
H: 5.0802 3.1756 1.1745
O: 0.4184 -1.7401 -2.1510
S: 0.5632 -3.2390 -1.9740
C: 0.7363 -3.8745 -3.6327
C: 0.0389 -3.3163 -4.6969
C: 0.2192 -3.8391 -5.9638
C: 1.0865 -4.9111 -6.1594
C: 1.7813 -5.4560 -5.0926
C: 1.6132 -4.9300 -3.8169
C: -1.0973 -3.8010 -1.6224
C: -2.1751 -3.0117 -2.0018
C: -3.4569 -3.4355 -1.6846
C: -3.6450 -4.6223 -0.9845
C: -2.5544 -5.3872 -0.5913
C: -1.2672 -4.9762 -0.9079
H: -0.6323 -2.4844 -4.5284
H: -0.3184 -3.4189 -6.8033
H: 1.2191 -5.3182 -7.1529
H: 2.4587 -6.2843 -5.2493
H: 2.1581 -5.3378 -2.9743
H: -2.0015 -2.0602 -2.4883
H: -4.3078 -2.8322 -1.9745
H: -4.6462 -4.9456 -0.7322
H: -2.7042 -6.2960 -0.0244
H: -0.4086 -5.5449 -0.5725

Record 6
A molecular structure, C30H35AuN3O4PS3Te, computed with ωB97M-V with the def2-TZVPD basis set.

The spin multiplicity is 1. Its lowest unoccupied orbital energy is -0.633 eV. For the HOMO-LUMO gap, the calculation gives 5.5 eV. The calculation puts the HOMO energy at -6.18 eV.

Positions of all 78 atoms, in Å:
Au: -1.7217 0.6050 -0.3994
C: -0.2048 -0.7776 4.5509
C: -1.5360 -0.1179 4.8529
C: -1.5057 1.3846 4.6639
O: -2.6136 -0.7227 4.0880
P: -2.9997 -0.5566 2.5516
S: -4.0476 1.1938 2.2767
S: -1.4301 -0.9784 1.4072
O: -4.1969 -1.5847 2.4353
C: -4.3122 -2.9834 2.8173
C: -4.4437 -3.1242 4.3219
C: -3.1961 -3.8308 2.2460
H: 0.5121 -0.4937 5.3253
H: 0.1796 -0.4621 3.5803
H: -0.3052 -1.8652 4.5440
H: -1.8229 -0.3551 5.8760
H: -1.1773 1.6481 3.6546
H: -0.8035 1.8195 5.3795
H: -2.4903 1.8216 4.8227
H: -5.2529 -3.2643 2.3504
H: -3.4870 -2.9516 4.8148
H: -4.7843 -4.1353 4.5576
H: -5.1676 -2.4082 4.7115
H: -2.2371 -3.5742 2.6981
H: -3.1128 -3.6956 1.1683
H: -3.4099 -4.8822 2.4548
C: 3.9423 5.8399 -3.4733
O: 2.8937 4.9447 -3.1260
C: 2.4738 4.9446 -1.8306
C: 3.0596 5.6679 -0.8062
C: 2.5442 5.5766 0.4832
C: 1.4516 4.7690 0.7413
C: 0.8649 4.0428 -0.2882
C: 1.3702 4.1303 -1.5721
N: 0.8354 3.4063 -2.6691
C: -0.2935 2.7325 -2.6517
C: -0.7990 1.9260 -3.6485
C: -0.1572 1.6428 -4.8938
C: -0.7259 0.7962 -5.7781
C: -1.9789 0.1692 -5.4595
C: -2.6167 0.3897 -4.2856
C: -2.0642 1.2985 -3.3126
O: -2.6173 1.5521 -2.2197
H: 4.8655 5.5891 -2.9480
H: 3.6638 6.8715 -3.2512
H: 4.0968 5.7292 -4.5418
H: 3.9118 6.3036 -1.0006
H: 3.0072 6.1419 1.2815
H: 1.0488 4.6921 1.7423
H: 0.0084 3.4090 -0.0774
H: 1.3746 3.4514 -3.5209
H: -0.8902 2.8101 -1.7485
H: 0.8058 2.0865 -5.1329
H: -0.2342 0.5822 -6.7180
H: -2.4256 -0.5094 -6.1789
H: -3.5541 -0.0964 -4.0479
Te: -2.6183 2.7793 1.1284
S: 4.0053 -2.9938 -0.7677
C: 2.6303 -1.9014 -1.0445
C: 1.4684 -2.2709 -1.7069
C: 0.4444 -1.3446 -1.8172
N: 0.5207 -0.1001 -1.3391
C: 1.6627 0.2629 -0.7581
C: 2.7349 -0.5979 -0.5812
C: 3.1575 -4.4908 -0.3013
C: 2.9672 -4.7777 1.0414
C: 2.2753 -5.9339 1.3769
N: 1.7726 -6.7795 0.4779
C: 1.9761 -6.4969 -0.8083
C: 2.6736 -5.3800 -1.2488
H: 1.3347 -3.2673 -2.1080
H: -0.4898 -1.6130 -2.3003
H: 1.7108 1.2841 -0.3925
H: 3.6267 -0.2671 -0.0638
H: 3.3404 -4.1099 1.8067
H: 2.1103 -6.1884 2.4178
H: 1.5579 -7.1960 -1.5240
H: 2.8444 -5.2157 -2.3051

Let's list strongest force on any atom in order: 0.0104; 0.0826; 0.0255; 0.0116; 0.0021; 0.0159 hartree/bohr.